ORCA calculation (wB97M-V/def2-TZVPD) on a structure of composition B3H58NiO23 in a non-equilibrium geometry.

Frontier orbital gap (spin up / spin down)   3.77 / 3.76 eV
LUMO (spin up / spin down)   0.54 / 0.54 eV
HOMO (spin up / spin down)   -3.222 / -3.221 eV
Spin multiplicity   3
⟨S²⟩   2.003
Net charge   -1

Structure (XYZ):
```
85
Properties=species:S:1:pos:R:3:forces:R:3
Ni -22.032999 -14.534974 -6.792216 0.4541 1.6653 -0.4696
B -23.439754 -15.805416 -5.736105 -0.2455 -0.5679 -0.2122
H -23.603616 -16.411036 -6.613953 -0.3549 -2.1688 -3.4830
H -23.775931 -14.789406 -5.873769 -1.7129 3.3316 -0.5362
H -23.987833 -16.294217 -4.945587 -1.7716 -1.2890 2.9893
H -22.401017 -15.810775 -5.444146 3.8849 -0.4213 1.2136
B -25.438017 -11.445122 -5.064556 0.2328 0.3015 -0.1657
H -25.025391 -12.349986 -4.645991 1.7525 -3.4725 1.6391
H -24.763218 -11.072476 -5.819550 2.7506 1.8814 -3.2903
H -26.400938 -11.690543 -5.485029 -3.2869 -0.7967 -1.6355
H -25.589324 -10.724177 -4.276153 -0.3606 3.1330 3.3075
B -27.454250 -14.121480 -5.836370 -0.5796 0.2344 -0.2975
H -26.386517 -14.091132 -5.988897 4.2275 0.3059 -0.8820
H -27.588700 -14.446953 -4.816447 -0.6203 -1.4828 3.8848
H -27.912754 -13.148833 -5.925703 -1.6766 3.6236 -0.5772
H -27.917777 -14.811583 -6.524216 -2.0792 -2.8307 -2.9083
O -18.458183 -10.749334 -5.551050 0.2811 0.4260 0.6788
H -17.638798 -11.201516 -5.751996 0.1876 -0.0979 -0.0385
H -18.927070 -11.348910 -4.970637 -0.1830 -0.3349 0.2981
O -21.190227 -13.756594 -2.459374 0.2605 -0.1561 -0.2401
H -20.842332 -13.815539 -1.569587 0.0592 -0.1560 0.2660
H -21.196030 -12.819237 -2.653173 -0.4131 0.3676 -0.0581
O -17.656775 -14.041731 -9.050743 0.5306 0.1016 0.4805
H -18.398769 -13.939448 -9.646730 -0.6864 -0.1933 -0.3321
H -16.890614 -13.824691 -9.581902 0.1840 0.0093 -0.1549
O -19.654716 -10.896449 -7.787349 -0.6151 -0.1013 -1.3844
H -18.868352 -10.690658 -8.292832 0.1536 0.1038 -0.1820
H -19.380356 -10.816992 -6.873757 0.2574 0.1094 0.5233
O -23.151860 -14.084265 -8.569597 1.4321 -0.7134 0.0901
H -24.096926 -13.956954 -8.486633 -1.9291 0.1913 0.4017
H -22.929088 -13.686510 -9.411255 0.5066 -0.0058 0.1596
O -24.044583 -19.115710 -5.212424 0.4598 -0.6071 0.0809
H -24.210510 -18.214976 -5.490579 -0.1683 0.4896 -0.1199
H -24.835084 -19.369187 -4.735877 -0.2620 0.0992 0.0507
O -21.996192 -18.996152 -8.104201 0.0212 0.4632 -0.4473
H -21.491884 -19.234511 -7.326321 -0.0414 -0.3167 0.9718
H -21.580843 -19.481055 -8.817351 0.0666 -0.1273 -0.2601
O -20.920225 -19.299387 -5.202539 0.5824 -0.1784 -0.5627
H -21.083348 -18.359919 -5.118774 -0.0704 0.3593 0.1725
H -21.430729 -19.695506 -4.496357 -0.4403 -0.0308 0.0662
O -20.208919 -14.554130 -10.521742 1.4512 0.6857 0.2756
H -20.214944 -15.477498 -10.773896 -0.1892 -0.5863 0.2711
H -20.951073 -14.172492 -10.990568 -0.4599 0.3623 -0.3138
O -18.370980 -17.123603 -6.526840 -0.1575 0.0907 0.0462
H -17.566377 -16.668196 -6.278967 0.1326 0.2416 -0.0188
H -18.070898 -17.931624 -6.943123 -0.0124 -0.2980 -0.0990
O -23.857043 -17.105553 -9.406238 0.4129 -0.1293 -0.6929
H -24.762437 -16.965961 -9.128730 -0.3511 0.2771 0.2308
H -23.517224 -17.760132 -8.796099 0.0465 -0.3016 0.5483
O -20.934694 -16.165298 -7.435761 0.1256 0.0732 -0.4463
H -21.183389 -17.058213 -7.674650 -0.7157 -0.3904 -0.1319
H -19.987344 -16.206810 -7.305210 0.5979 0.1904 0.2166
O -25.670409 -13.492952 -8.535067 0.6560 0.0793 -1.3269
H -26.158126 -13.907639 -7.823454 -0.7829 -0.3560 1.2929
H -25.622352 -12.569719 -8.286946 -0.1970 0.3675 0.5263
O -21.163756 -17.023000 -10.728625 0.4758 -0.3089 -0.4564
H -21.931144 -17.158810 -10.172836 -0.7271 0.2722 0.4822
H -21.308544 -17.595719 -11.481795 -0.0274 -0.1746 -0.2076
O -20.481731 -14.314690 -5.224009 -0.1105 -0.1551 -0.2220
H -20.672158 -14.157815 -4.299145 -0.6238 -0.1517 0.5261
H -19.532063 -14.216978 -5.293422 0.1159 0.0457 -0.6249
O -26.325530 -16.736978 -6.263146 0.5830 -1.8273 -0.4756
H -25.405486 -16.524242 -6.106640 -0.0480 0.2701 0.0221
H -26.805445 -15.968612 -5.954071 -0.6496 0.9705 0.1673
O -22.248493 -10.092402 -6.215655 0.4095 -0.1026 -0.1386
H -21.505361 -9.503008 -6.344481 0.2797 0.1658 -0.2254
H -22.340190 -10.158788 -5.265172 -0.6744 0.1996 0.4262
O -25.271948 -14.331337 -3.643289 0.0552 0.0204 0.9502
H -25.073186 -14.804643 -2.835379 0.0316 -0.2854 0.2407
H -24.677386 -14.705814 -4.293280 -0.0976 -0.0753 -0.2996
O -20.635787 -13.450040 -8.090281 -0.0700 -0.3786 0.7428
H -20.549596 -13.788612 -8.981437 -0.0375 -0.8417 -0.5436
H -20.154732 -12.622561 -8.100350 0.0671 0.9167 0.5615
O -22.464724 -13.971965 -11.632281 -0.2542 0.2973 -0.3826
H -23.265880 -13.473126 -11.472515 -0.3087 0.2833 -0.0580
H -22.745727 -14.886937 -11.622399 -0.1636 -0.5063 0.1384
O -22.080746 -16.835775 -3.069815 0.5999 -0.5924 0.6916
H -22.254792 -16.878750 -4.010073 -0.4685 0.2723 -0.2728
H -22.178031 -15.909289 -2.849835 -0.1470 0.3348 -0.1083
O -22.716342 -12.804155 -5.887925 1.7220 -0.6714 -0.4210
H -22.315646 -11.951438 -6.056929 0.0220 0.4767 -0.6303
H -23.469415 -12.609131 -5.330174 -2.0662 0.1613 0.5536
O -17.906991 -13.849930 -5.306775 0.5306 0.1627 0.1736
H -17.634719 -14.386127 -4.562064 0.0888 -0.2122 0.3913
H -17.087794 -13.527979 -5.682935 0.1484 -0.0206 -0.4156
```
Forces are in eV/Å.